A molecular structure, C4H4AlO5, computed with ωB97M-V/def2-TZVPD.

```
14
Properties=species:S:1:pos:R:3:nbo_charge:R:1
O 0.56359 0.83049 0.22249 -0.900
H 1.28143 -2.93918 1.15584 0.187
O -1.25514 -0.17400 -0.59592 -0.841
O 0.56317 -1.46397 -0.06674 -0.519
C 1.24570 -1.84257 1.10384 -0.098
C 0.41202 -1.21347 2.24567 -0.099
O -0.65691 -0.58786 1.58053 -0.527
C -0.21553 -0.29049 0.23931 0.854
H 2.27924 -1.45899 1.10635 0.171
H 1.00678 -0.48322 2.81899 0.170
H 0.00905 -1.96132 2.94173 0.188
Al -0.59036 1.37951 -0.81215 1.721
C -0.14084 2.39896 -2.30923 0.084
O 0.41998 3.26895 -2.90062 -0.394
```

Summary:
HOMO energy (spin up / spin down) (eV): -8.184 / -9.805
2S+1: 2
E_tot (a.u.): -773.44837
Energy relative to the best compared isomer or geometry (same formula, charge and spin) (kJ/mol): 18.89
Lowest unoccupied orbital energy (spin up / spin down) (eV): -1.12 / -1.48
Max |F| (eV/Å): 6.34

---

A molecular structure, C30H42FeN4OP2, computed with ωB97M-V/def2-TZVPD.

```
80
Properties=species:S:1:pos:R:3:lowdin_charge:R:1
Fe -0.44718 -1.98470 -4.18220 0.495
C -1.13928 4.04736 -2.03071 -0.114
C -1.36635 3.16855 -3.01678 -0.118
C -0.31897 2.38329 -3.72232 -0.195
C 0.94930 2.00820 -2.90799 -0.190
C 2.16517 2.83699 -3.22912 -0.107
C 2.20225 4.17570 -3.19732 -0.123
C 1.07684 5.08902 -2.80361 -0.185
C 0.19649 4.58138 -1.61699 -0.193
C 0.66002 -3.58315 -3.18132 -0.221
H -1.97018 4.37024 -1.40512 0.096
H -2.39224 2.96259 -3.35104 0.080
H -0.03366 2.85117 -4.67482 0.122
H -0.76104 1.41718 -3.98178 0.061
H 0.71901 2.01842 -1.82584 0.113
H 1.21739 0.95390 -3.11337 0.080
H 3.06353 2.26725 -3.49434 0.089
H 3.10964 4.68969 -3.52341 0.095
H 0.45401 5.32080 -3.68370 0.118
H 1.54262 6.03998 -2.48886 0.104
H 0.77245 3.86385 -1.01398 0.111
H 0.02661 5.45056 -0.96917 0.102
H 0.20163 -3.89352 -2.22982 -0.027
H 1.65497 -3.18680 -2.92619 -0.019
H 0.75618 -4.47707 -3.82418 -0.042
P 1.36748 -1.51490 -5.60816 1.113
P -2.40623 -0.91390 -5.63743 1.151
N 2.68841 -0.27607 -6.02138 -0.209
N 1.97830 -2.61339 -6.88186 -0.229
N -2.44597 0.76094 -6.32823 -0.256
N -3.87408 -1.29757 -6.75328 -0.223
C 0.16806 -0.65101 -6.65733 -0.426
C -1.10335 -1.50111 -6.77679 -0.421
C 3.83327 -0.14591 -5.25077 -0.160
C 4.73753 0.69911 -5.89735 -0.097
C 4.13586 1.09042 -7.12646 -0.083
C 2.89167 0.46391 -7.18414 -0.157
C 2.44818 -3.88875 -6.58666 -0.136
C 2.90635 -4.48490 -7.75872 -0.090
C 2.71534 -3.54404 -8.82077 -0.076
C 2.14554 -2.40689 -8.25173 -0.134
C -2.96614 1.86818 -5.66023 -0.158
C -2.76336 3.01385 -6.42465 -0.077
C -2.11016 2.60033 -7.62748 -0.070
C -1.96109 1.21868 -7.56152 -0.181
C -4.41664 -0.66084 -7.87880 -0.138
C -5.43097 -1.44661 -8.42896 -0.089
C -5.51857 -2.63159 -7.62557 -0.100
C -4.55572 -2.50780 -6.62113 -0.172
H 0.52372 -0.42311 -7.66301 0.054
H 0.00273 0.32780 -6.17994 0.081
H -1.48154 -1.49227 -7.80777 0.097
H -0.93557 -2.56731 -6.49580 0.073
H 3.89369 -0.66552 -4.30468 0.102
H 5.71319 0.98852 -5.52972 0.092
H 4.55293 1.73136 -7.89766 0.096
H 2.15071 0.52234 -7.96826 0.088
H 2.40426 -4.24881 -5.57200 0.089
H 3.34032 -5.47729 -7.84248 0.094
H 2.97448 -3.67463 -9.86620 0.097
H 1.83085 -1.49422 -8.73853 0.089
H -3.47344 1.73119 -4.71902 0.105
H -3.04634 4.02369 -6.16033 0.100
H -1.79156 3.22240 -8.44896 0.096
H -1.56942 0.53590 -8.30018 0.104
H -4.06899 0.29942 -8.21984 0.089
H -6.02938 -1.19364 -9.30253 0.095
H -6.20244 -3.45689 -7.76909 0.088
H -4.29379 -3.17882 -5.81685 0.092
C 0.47688 -1.27064 -0.58049 -0.051
C -0.78968 -1.12009 -1.42900 -0.579
C -1.88071 -0.34184 -0.65261 -0.041
O -0.57858 -0.72769 -2.72943 -0.353
H 1.26672 -0.63082 -0.96266 0.070
H 0.82232 -2.30622 -0.63318 0.056
H 0.31320 -1.03706 0.47380 0.068
H -1.18660 -2.15153 -1.50496 0.100
H -1.98115 0.67306 -1.03113 0.062
H -2.84230 -0.84906 -0.75423 0.068
H -1.65745 -0.29470 0.41884 0.066
```

Summary:
HOMO energy (spin up / spin down) (eV): -8.229 / -8.403
2S+1: 5
E_tot (a.u.): -3408.79925
Lowest unoccupied orbital energy (spin up / spin down) (eV): -0.84 / -1.21
Max |F| (eV/Å): 6.43

---

A molecular structure, C21H24N2O2P2Zr, computed with ωB97M-V/def2-TZVPD.

```
52
Properties=species:S:1:pos:R:3:nbo_charge:R:1
C 4.02141 -0.42587 0.43221 -0.166
C 2.72060 0.11464 0.31287 -0.046
C 1.82030 -0.46148 -0.62105 0.119
C 2.14438 -1.62562 -1.35399 -0.045
C 3.47835 -2.07418 -1.28026 -0.143
C 4.37328 -1.50512 -0.35452 -0.189
C 1.06177 -2.25325 -2.24418 -0.460
C 0.25170 -1.13351 -2.84713 -0.068
C -0.06264 -0.02531 -2.01380 0.203
C -1.16301 0.81303 -2.33714 -0.083
C -1.91136 0.51054 -3.46739 -0.185
C -1.57462 -0.54663 -4.29341 -0.182
C -0.45362 -1.32010 -4.01422 -0.154
H 4.69828 -0.00917 1.15821 0.234
H 3.77787 -2.89855 -1.91240 0.237
H 5.35931 -1.93950 -0.24672 0.247
H 1.56394 -2.83878 -2.99084 0.291
H -2.80813 1.11490 -3.68874 0.233
H -2.18794 -0.79287 -5.15005 0.249
H -0.13564 -2.14393 -4.68261 0.241
N 0.46906 -0.00851 -0.68895 -0.882
Zr -0.85160 -0.45206 0.88183 2.068
C 2.27555 1.22525 1.27013 -0.703
H 1.84368 2.08241 0.72652 0.258
H 3.09833 1.57219 1.91409 0.262
C -1.61619 1.93567 -1.39329 -0.686
H -0.76361 2.53907 -1.05252 0.267
H -2.35695 2.57903 -1.88408 0.266
P 0.96476 0.58056 2.41529 0.830
P -2.50101 1.27521 0.10378 0.771
C -4.08894 0.71707 -0.56173 -0.924
H -4.71999 0.39628 0.27874 0.275
H -4.56779 1.54550 -1.10304 0.275
H -3.94467 -0.13703 -1.23668 0.274
C -2.86220 2.72675 1.10457 -0.925
H -3.46485 3.42881 0.51297 0.281
H -3.41674 2.39145 1.99201 0.274
H -1.91889 3.19522 1.42629 0.258
C 1.91070 -0.59912 3.43772 -0.925
H 2.67016 -0.06142 4.02247 0.269
H 1.21282 -1.11149 4.11557 0.266
H 2.40147 -1.35862 2.81351 0.271
C 0.64266 1.95675 3.53965 -0.926
H -0.02466 1.59347 4.33058 0.270
H 1.58896 2.30938 3.97097 0.277
H 0.14260 2.76273 2.99050 0.250
C -0.26578 -2.74157 -0.67898 0.569
O -1.38052 -2.29645 -0.55487 -0.628
H 0.47914 -3.21642 -1.93809 0.298
O -2.49957 -2.26790 4.57944 -0.421
C -1.97217 -1.79789 3.62689 0.912
N -1.45797 -1.32357 2.63392 -1.056
```

Summary:
HOMO energy (eV): -14.103
E_tot (a.u.): -1803.81412
Lowest unoccupied orbital energy (eV): -8.17
Max |F| (eV/Å): 7.02
Total charge: +2